Entry from the OMol25 dataset: a structure of composition C22H25EuN2O3 at a distorted geometry (ωB97M-V/def2-TZVPD).

Summary:
Total charge = -1
2S+1 = 8
Relative energy (zero: lowest compared OMol25 entry of this formula, charge and spin) = 3.0329 eV
E = -1898.76741 hartree
HOMO (spin up / spin down) = -3.63 / -3.65 eV

Last column: natural (NBO) charge in e.
Element x y z (Å)
C (1.6075, 3.4384, 0.5319)  -0.3599
C (1.4446, 2.5840, -0.5959)  -0.2899
C (0.1130, 2.0878, -0.6065)  -0.3664
H (2.1489, 2.4757, -1.4272)  0.2064
C (-0.5463, 2.5870, 0.5549)  -0.4161
C (0.3504, 3.4781, 1.2275)  -0.4066
H (-1.5971, 2.4279, 0.7799)  0.2004
C (3.9865, -0.3402, 1.2579)  -0.3827
C (3.6537, 0.3478, 0.0309)  -0.3306
C (2.8748, -0.5192, -0.7699)  -0.3208
H (4.0303, 1.2938, -0.3260)  0.2006
C (2.5768, -1.6738, 0.0135)  -0.1872
C (3.3760, -1.6181, 1.2031)  -0.3563
H (-0.3545, 1.5253, -1.4214)  0.2107
H (0.0690, 4.2262, 1.9761)  0.2187
H (2.4342, 4.1568, 0.6592)  0.2091
H (3.4904, -2.4351, 1.8976)  0.1984
H (2.5027, -0.3720, -1.7782)  0.1950
H (4.7609, -0.0197, 1.9391)  0.2045
Eu (0.9983, 0.8819, 2.3713)  1.3709
C (1.1548, -2.2329, -0.0724)  -0.0231
C (1.0493, -3.5927, 0.6191)  -0.6202
C (0.6057, -2.3283, -1.4880)  -0.6153
H (1.9453, -4.1468, 0.2997)  0.2268
H (0.1281, -4.1355, 0.3305)  0.1890
H (1.0647, -3.5269, 1.7172)  0.2054
H (1.3670, -2.8604, -2.1056)  0.2191
H (0.4269, -1.3217, -1.9081)  0.2161
H (-0.3865, -2.8477, -1.4910)  0.1907
C (0.3700, -1.1334, 0.7627)  -0.6048
C (-1.0687, -1.0708, 1.3099)  0.7706
H (0.5040, -0.1205, 0.2114)  0.3143
H (0.9979, -1.3387, 1.7054)  0.2410
O (-1.0387, -0.6079, 2.5059)  -0.6099
N (-2.1808, -1.5413, 0.5914)  -0.7361
C (-3.2476, -0.5825, 0.2034)  -0.2309
H (-2.5521, -2.4428, 0.9032)  0.4128
C (-3.0724, 0.0325, -1.1662)  -0.0538
C (-3.6356, 1.3040, -1.2554)  -0.1603
H (-4.0722, 1.7548, -0.3552)  0.2016
C (-3.6539, 2.0049, -2.4612)  -0.2047
H (-4.1140, 2.9910, -2.5104)  0.2086
C (-3.0888, 1.4453, -3.6120)  -0.2270
H (-3.1342, 1.9486, -4.5802)  0.2117
C (-2.4863, 0.1889, -3.5152)  -0.2035
H (-2.0307, -0.2711, -4.3877)  0.2110
C (-2.4849, -0.5310, -2.3081)  -0.2192
H (-2.0304, -1.5215, -2.2281)  0.2289
H (-3.2739, 0.2244, 0.9765)  0.2104
H (-4.2481, -1.0450, 0.2134)  0.2132
O (1.6591, 0.3324, 6.0983)  -0.4229
N (1.7082, 0.7387, 4.9297)  0.2767
O (0.8985, 1.7010, 4.5491)  -0.6143

Force components x, y, z for each atom (eV/Å):
C -0.81 0.19 -0.41
C -0.59 0.51 -0.06
C 0.53 0.15 0.46
H -0.18 -0.17 0.58
C 0.30 0.43 -0.19
C 0.23 -0.20 -0.38
H 0.08 0.14 0.06
C -0.24 0.00 -1.18
C 0.23 -1.13 -0.24
C 0.06 0.08 1.40
H 0.19 0.09 0.27
C 0.22 0.25 -0.60
C -0.95 0.58 -0.37
H 0.22 -0.02 0.43
H 0.18 -0.58 -0.04
H -0.41 -0.69 0.17
H -0.15 0.09 0.39
H -0.16 0.42 0.25
H -0.03 0.01 0.14
Eu 1.36 1.57 -0.79
C -0.44 0.10 0.14
C 0.04 -0.29 -0.04
C -0.05 -0.10 -0.50
H -0.44 -0.20 0.17
H 0.40 0.17 0.09
H 0.12 0.08 -0.24
H -0.78 0.26 0.17
H 0.25 -0.42 0.06
H 0.86 0.19 -0.07
C 0.27 -0.79 0.16
C 2.36 0.03 3.09
H 0.11 -1.41 0.68
H -0.86 0.99 -1.18
O -1.96 -0.98 -3.40
N -1.04 -0.13 -0.44
C 0.56 0.01 0.84
H 0.52 0.56 0.07
C -0.07 0.71 -0.15
C -0.07 0.46 -0.50
H 0.19 -0.11 -0.42
C -0.02 -0.06 -0.17
H 0.12 -0.20 0.05
C 0.00 -0.37 0.36
H 0.10 -0.02 0.40
C -0.14 -0.32 0.38
H -0.04 0.11 0.07
C -0.20 0.22 0.39
H -0.10 0.38 -0.15
H -0.09 -0.43 -0.65
H 0.52 -0.26 0.24
O -0.16 1.31 -1.96
N -0.75 -0.29 0.90
O 0.70 -0.91 1.70